(1)
Molecular formula: C2H2O3
Method: DFT, ωB97M-V/def2-TZVPD

## Properties
- relative energy (zero: lowest compared OMol25 entry of this formula, charge and spin) (eV) = 2.533
- largest force on an atom (Eh/bohr) = 0.1067
- net charge = 0
- M (g mol⁻¹) = 74.03
- LUMO energy (eV) = 0.504
- E_tot (eV) = -8246.0638
- HOMO-LUMO gap (eV) = 9.3

Structure (XYZ):
```
7
Properties=species:S:1:pos:R:3:forces:R:3
C 3.96158 0.10801 0.02866 0.760 -1.916 -0.465
C -0.16377 -0.43471 -0.33096 -0.058 0.505 -0.456
O 4.09135 1.18272 0.30438 -0.211 5.313 1.358
O 4.02672 -0.98658 -0.25256 -0.592 -3.421 -0.892
O -1.36693 -0.02540 -0.01505 -0.526 0.756 0.063
H -0.17175 -0.47265 -1.51133 -0.449 -0.168 1.671
H -1.55717 0.26360 0.92974 1.075 -1.070 -1.279
```
Forces are in eV/Å.

=====

(2)
Molecular formula: C2H2O3
Method: DFT, ωB97M-V/def2-TZVPD

## Properties
- relative energy (zero: lowest compared OMol25 entry of this formula, charge and spin) (eV) = 4.472
- largest force on an atom (Eh/bohr) = 0.1023
- net charge = 0
- M (g mol⁻¹) = 74.03
- LUMO energy (eV) = 0.990
- E_tot (eV) = -8244.1250
- HOMO-LUMO gap (eV) = 11.2

Structure (XYZ):
```
7
Properties=species:S:1:pos:R:3:forces:R:3
C -2.47362 -0.44978 -0.79781 -0.009 0.015 0.130
C 1.03307 -0.07491 0.13251 1.385 -1.184 1.300
O -2.74140 -0.40990 0.29411 0.010 -0.003 -0.119
O 1.21726 1.05798 -0.51570 2.106 2.500 -4.125
O 0.47748 1.13604 0.64321 -1.945 -1.437 2.135
H 0.55173 -0.86913 -0.43768 -0.948 0.248 0.578
H 1.93548 -0.39030 0.68137 -0.599 -0.139 0.101
```
Forces are in eV/Å.

=====

(3)
Molecular formula: C2H2O3S
Method: DFT, ωB97M-V/def2-TZVPD

## Properties
- relative energy (zero: lowest compared OMol25 entry of this formula, charge and spin) (eV) = 2.683
- largest force on an atom (Eh/bohr) = 0.0654
- net charge = 0
- M (g mol⁻¹) = 106.10
- LUMO energy (eV) = -0.782
- E_tot (eV) = -19081.7615
- HOMO-LUMO gap (eV) = 9.2

Structure (XYZ):
```
8
Properties=species:S:1:pos:R:3:forces:R:3
C 0.55371 -0.29792 -0.69552 -1.315 -2.865 -1.173
C 0.17132 -1.56650 -0.61497 1.414 -1.357 -1.112
O -1.63230 1.95200 0.47747 0.216 0.577 -0.704
O 0.62474 0.83702 -0.89018 1.141 0.610 -0.576
O 0.11334 1.32067 1.92905 1.204 -0.408 0.693
S -0.24314 2.11722 0.80545 -1.998 0.819 0.987
H 0.40592 -2.43507 -1.39728 -0.475 2.605 1.597
H 0.00640 -1.92741 0.38598 -0.188 0.019 0.287
```
Forces are in eV/Å.

=====

(4)
Molecular formula: C2H2O3S
Method: DFT, ωB97M-V/def2-TZVPD

## Properties
- relative energy (zero: lowest compared OMol25 entry of this formula, charge and spin) (eV) = 5.206
- largest force on an atom (Eh/bohr) = 0.0393
- net charge = 0
- M (g mol⁻¹) = 106.10
- LUMO energy (alpha / beta) (eV) = -1.722 / -1.722
- E_tot (eV) = -19079.2387
- structure (SMILES) = O=S(=O)=C1CO1
- HOMO-LUMO gap (alpha / beta) (eV) = 8.3 / 8.3

Structure (XYZ):
```
8
Properties=species:S:1:pos:R:3:forces:R:3
O 2.37509 0.69160 -0.28791 -0.184 0.026 -0.120
S 1.37444 -0.33210 -0.16469 1.798 0.903 -0.178
O 1.82328 -1.63779 0.21554 -0.721 -0.218 0.175
C -0.08433 0.28350 0.59129 0.094 0.775 0.009
C -1.32844 0.07730 -0.08141 -0.486 -0.656 0.934
O -0.79925 1.37138 0.15970 1.713 -0.188 -0.106
H -1.29467 -0.32134 -1.06174 -0.490 -0.007 -0.910
H -2.06611 -0.13255 0.62924 -1.723 -0.635 0.196
```
Forces are in eV/Å.

=====

(5)
Molecular formula: C2H2O4S
Method: DFT, ωB97M-V/def2-TZVPD

## Properties
- relative energy (zero: lowest compared OMol25 entry of this formula, charge and spin) (eV) = 5.685
- largest force on an atom (Eh/bohr) = 0.0309
- net charge = 0
- M (g mol⁻¹) = 122.10
- LUMO energy (alpha / beta) (eV) = -1.980 / -2.493
- E_tot (eV) = -21124.5349
- HOMO-LUMO gap (alpha / beta) (eV) = 8.1 / 6.6

Structure (XYZ):
```
9
Properties=species:S:1:pos:R:3:forces:R:3
C -0.71940 0.02367 1.06802 0.278 0.761 0.368
C -0.06348 0.77739 0.13254 0.445 -1.122 -0.894
O 0.43102 0.52012 -2.45064 -0.222 0.155 -0.137
O 2.21163 -0.28171 -0.94174 0.285 -0.396 0.425
O -0.76888 -1.24829 1.27446 -0.621 -0.374 0.282
O -0.10854 -2.08621 0.45529 1.000 0.841 -0.903
S 0.84724 0.03788 -1.17281 -1.109 -0.089 0.988
H -1.34431 0.53407 1.79546 -0.014 0.005 -0.144
H -0.48528 1.72309 -0.16057 -0.042 0.217 0.016
```
Forces are in eV/Å.

=====

(6)
Molecular formula: C2H2O5S
Method: DFT, ωB97M-V/def2-TZVPD

## Properties
- relative energy (zero: lowest compared OMol25 entry of this formula, charge and spin) (eV) = 3.033
- largest force on an atom (Eh/bohr) = 0.0994
- net charge = -2
- M (g mol⁻¹) = 138.10
- LUMO energy (eV) = 6.571
- E_tot (eV) = -23175.5542
- HOMO-LUMO gap (eV) = 5.8

Structure (XYZ):
```
10
Properties=species:S:1:pos:R:3:forces:R:3
C -1.88744 0.99931 -0.17624 -3.088 3.013 1.399
C -0.63224 0.51923 -0.43431 1.758 -0.304 -0.721
O -1.82089 1.06574 -1.49076 -0.397 -0.285 -0.147
O -0.05631 -1.83394 -1.78534 -0.299 1.011 0.231
O -2.74981 1.51743 0.59812 1.707 -1.643 -1.250
O 0.61649 -1.32941 0.53000 -0.100 -0.557 0.682
O 2.70560 0.01709 1.10271 0.893 -5.005 -0.552
S -0.52910 -1.26931 -0.46727 0.227 -1.479 -0.075
H 1.84405 -0.56441 0.87540 0.826 1.446 -0.015
H 2.50964 0.87829 1.24768 -1.526 3.803 0.448
```
Forces are in eV/Å.

=====

(7)
Molecular formula: C2H2O5Tl
Method: DFT, ωB97M-V/def2-TZVPD

## Properties
- relative energy (zero: lowest compared OMol25 entry of this formula, charge and spin) (eV) = 0.566
- largest force on an atom (Eh/bohr) = 0.0910
- net charge = -1
- M (g mol⁻¹) = 310.42
- LUMO energy (eV) = 2.870
- E_tot (eV) = -17038.8498
- HOMO-LUMO gap (eV) = 7.2

Structure (XYZ):
```
10
Properties=species:S:1:pos:R:3:forces:R:3
C -0.42805 -1.36548 0.14082 -3.135 -0.806 2.107
O 0.81313 -1.33502 -0.09517 0.638 -0.644 -0.158
O -1.03857 -2.26385 0.74733 0.830 0.397 -1.033
C -1.24644 -0.02221 -0.11263 1.383 0.784 1.495
O -0.87088 0.63299 -1.13183 -1.189 -0.837 -0.044
Tl 1.64770 0.57734 -0.74748 1.626 -0.165 -1.769
O 0.38798 2.15784 0.24048 -2.456 -0.640 3.934
H 0.42316 3.01474 0.66944 0.190 0.230 0.172
O -1.85858 0.43378 0.92956 1.004 -0.479 -2.210
H -0.23246 1.54474 0.92976 1.109 2.160 -2.495
```
Forces are in eV/Å.

=====

(8)
Molecular formula: C2H2OS
Method: DFT, ωB97M-V/def2-TZVPD

## Properties
- relative energy (zero: lowest compared OMol25 entry of this formula, charge and spin) (eV) = 0.865
- largest force on an atom (Eh/bohr) = 0.0796
- net charge = 0
- M (g mol⁻¹) = 74.10
- LUMO energy (eV) = -1.368
- E_tot (eV) = -14986.8464
- structure (SMILES) = O=CC=S
- HOMO-LUMO gap (eV) = 7.9

Structure (XYZ):
```
6
Properties=species:S:1:pos:R:3:forces:R:3
O 0.30058 -0.27459 1.58468 -1.456 -0.625 -1.087
C -0.40645 -0.36573 0.58483 1.387 0.739 1.324
C 0.28977 0.52683 -0.59345 -2.403 -3.297 -0.330
S -0.00463 0.36634 -2.17790 0.217 0.540 1.198
H -1.33475 -1.08224 0.66076 1.361 1.459 -1.022
H 1.15548 0.82938 -0.05893 0.894 1.183 -0.082
```
Forces are in eV/Å.

=====

(9)
Molecular formula: C2H2OS
Method: DFT, ωB97M-V/def2-TZVPD

## Properties
- relative energy (zero: lowest compared OMol25 entry of this formula, charge and spin) (eV) = 1.039
- largest force on an atom (Eh/bohr) = 0.0659
- net charge = 0
- M (g mol⁻¹) = 74.10
- LUMO energy (eV) = -0.719
- E_tot (eV) = -14986.6724
- HOMO-LUMO gap (eV) = 8.2

Structure (XYZ):
```
6
Properties=species:S:1:pos:R:3:forces:R:3
C 1.51518 -1.27324 -0.64586 2.241 -0.399 1.029
C -1.09851 0.66723 0.33642 0.381 -1.475 -3.028
O 2.44214 -0.91750 -0.07167 -1.136 -0.664 -0.769
S -0.17919 0.26914 -0.93214 -0.920 1.412 -0.545
H -2.14000 0.53331 0.10684 -0.529 0.404 1.123
H -0.53962 0.72106 1.20641 -0.037 0.722 2.191
```
Forces are in eV/Å.

=====

(10)
Molecular formula: C2H2OS2
Method: DFT, ωB97M-V/def2-TZVPD

## Properties
- relative energy (zero: lowest compared OMol25 entry of this formula, charge and spin) (eV) = 0.731
- largest force on an atom (Eh/bohr) = 0.0158
- net charge = 0
- M (g mol⁻¹) = 106.17
- LUMO energy (eV) = -0.130
- E_tot (eV) = -25823.0114
- HOMO-LUMO gap (eV) = 8.2

Structure (XYZ):
```
7
Properties=species:S:1:pos:R:3:forces:R:3
C -0.31556 0.40227 1.22184 0.256 0.137 -0.143
C 0.44502 0.43900 0.12027 0.294 0.539 0.535
O 0.37056 -0.24949 -1.02558 -0.051 -0.188 -0.266
S 0.47035 1.61773 2.23928 -0.111 -0.071 0.041
S 1.65519 1.67737 0.52781 -0.075 -0.203 -0.256
H -1.17524 -0.16986 1.49559 -0.256 -0.202 0.025
H 1.07422 0.01139 -1.63059 -0.056 -0.012 0.065
```
Forces are in eV/Å.